1.
DFT (wB97M-V/def2-TZVPD) results for a single C7H10 molecule.

Last column: natural (NBO) charge in e.
Element x y z (Å)
C: 2.5573 0.3612 -0.0999  -0.5861
C: 1.3091 -0.4756 0.1904  -0.6122
C: 0.1956 0.1327 -0.5864  0.2506
C: -0.8920 -0.8144 -0.9297  -0.5613
C: -1.8103 -0.5708 0.3010  -0.4599
C: -1.8716 0.8691 0.6027  -0.0138
C: -2.0771 2.0470 0.7373  -0.2271
H: 2.5811 0.5903 -1.1698  0.2110
H: 3.4806 -0.1562 0.1709  0.2032
H: 2.4988 1.3184 0.4264  0.2161
H: 1.4585 -1.5465 -0.0368  0.1866
H: 1.0672 -0.4352 1.2686  0.2593
H: -1.4304 -0.4905 -1.8272  0.2243
H: -0.6228 -1.8795 -1.0160  0.1922
H: -1.4529 -1.1581 1.1546  0.2298
H: -2.8317 -0.8913 0.0798  0.2497
H: -2.2164 3.1028 0.7690  0.2375

As for the molar mass: 94.16 g/mol. The value obtained for the orbital gap is 7.95 eV. Its energy is -272.50777 Eh. The calculation puts the relative energy (zero: lowest compared OMol25 entry of this formula, charge and spin) at 5.721 eV. For the HOMO energy, the calculation gives -7.8 eV. Its total charge is 0. Its LUMO energy is 0.12 eV.

---

2.
DFT (wB97M-V/def2-TZVPD) results for a molecular structure, C30H47ClP2Pm at a distorted geometry.

Last column: Mulliken spin population.
Element x y z (Å)
Pm: 0.2131 0.2378 1.4870  3.7796
C: 2.6771 0.9302 0.6466  0.0060
C: 1.8415 2.0827 0.5464  -0.1112
C: 2.1569 1.6217 2.7833  -0.0159
C: 2.9230 0.6972 2.0274  0.0040
C: 1.4791 2.4871 1.8703  0.0682
C: 3.3603 0.2175 -0.4778  -0.0131
H: 2.7378 0.1931 -1.3875  0.0008
H: 3.5922 -0.8252 -0.2053  -0.0003
H: 4.3173 0.7003 -0.7583  -0.0008
C: 4.0384 -0.0977 2.5943  -0.0006
H: 4.4745 -0.7683 1.8491  -0.0002
H: 3.6935 -0.7084 3.4320  0.0031
H: 4.8462 0.5526 2.9715  -0.0007
C: 2.2437 1.7744 4.2627  -0.0079
H: 3.2879 1.8877 4.6053  -0.0008
H: 1.8493 0.8877 4.7827  0.0003
H: 1.6822 2.6402 4.6301  0.0002
C: 0.6398 3.6561 2.2289  0.0190
H: 1.2042 4.6071 2.2333  -0.0017
H: 0.2047 3.5356 3.2318  0.0006
H: -0.1803 3.7712 1.5048  -0.0159
C: 1.4756 2.8119 -0.7006  0.0674
H: 1.5719 3.8995 -0.5766  0.0008
H: 0.4272 2.6135 -0.9805  -0.0258
H: 2.1138 2.5143 -1.5426  -0.0004
C: 0.4622 -2.2591 -2.8497  -0.0057
C: 1.1707 -1.2822 -3.4444  0.0018
C: 0.6753 0.1138 -3.7336  0.0051
C: -0.7501 0.2039 -4.3279  0.0190
C: -1.8874 0.4167 -3.2769  -0.0024
C: -1.4393 0.5359 -1.8172  -0.0245
C: -0.6231 -0.6400 -1.1832  -0.1897
C: -0.7097 -1.9935 -1.9477  -0.0085
H: 1.4000 0.5631 -4.4342  -0.0019
H: -0.9907 -0.6108 -5.0434  -0.0024
H: 0.6882 0.7459 -2.8313  -0.0081
H: -1.6662 -2.0411 -2.4921  -0.0140
H: 0.7282 -3.3315 -2.9929  -0.0020
H: 2.2000 -1.4593 -3.7905  -0.0013
H: -0.7973 -2.7669 -1.1518  0.0011
H: 0.4432 -0.3387 -1.0757  0.1460
H: -0.9222 1.5093 -1.6847  -0.0699
H: -1.0122 -0.9307 -0.1637  0.0467
H: -0.7343 1.1120 -4.9594  -0.0013
H: -2.3135 1.3973 -3.5710  0.0179
P: -3.4318 -0.5971 -3.2404  -0.0084
C: -3.5040 -2.3165 -3.8061  -0.0099
C: -4.4705 0.3940 -4.3651  0.0053
P: -2.9010 0.7062 -0.6547  0.2662
C: -3.9603 -0.5545 -1.4945  0.0297
C: -3.8271 2.1827 -1.1480  0.0092
C: -3.0388 0.4057 1.0973  0.0382
H: -3.6225 -3.0059 -2.9603  -0.0013
H: -2.6050 -2.5908 -4.3726  0.0002
H: -4.3937 -2.4222 -4.4481  0.0022
H: -5.4522 -0.0862 -4.4869  -0.0004
H: -3.9720 0.4383 -5.3509  0.0000
H: -4.5995 1.4253 -4.0001  0.0014
H: -4.1053 0.1764 1.3060  0.0055
H: -2.7788 1.3081 1.6860  0.0151
H: -2.4801 -0.4865 1.4763  -0.0025
H: -3.8101 -1.5335 -1.0084  0.0099
H: -5.0304 -0.2765 -1.4163  0.0066
H: -3.7863 2.9283 -0.3470  0.0114
H: -4.8778 1.9204 -1.3360  -0.0029
H: -3.4038 2.6215 -2.0612  -0.0062
Cl: 1.1642 -2.4469 1.2463  0.0024
C: 1.7996 -2.5716 2.9067  -0.0080
C: 2.9481 -3.3122 3.1325  -0.0006
C: 3.5875 -3.2232 4.3853  -0.0012
C: 3.0601 -2.3883 5.3696  -0.0005
C: 1.8936 -1.6681 5.1504  -0.0035
C: 1.1839 -1.7867 3.9154  0.0129
C: -0.0399 -1.0454 3.6509  -0.0360
H: 3.3638 -3.9332 2.3419  0.0001
H: 4.4841 -3.8107 4.5756  -0.0003
H: 3.5599 -2.3138 6.3415  0.0002
H: 1.4710 -1.0311 5.9334  0.0006
H: -0.3280 -0.3398 4.4398  -0.0012
H: -0.8894 -1.6299 3.2550  0.0055

As for the spin multiplicity: 5. As for the molar mass: 650.11 g/mol. The value obtained for the orbital gap (alpha / beta) is 4.11 / 3.75 eV. Its energy is -2922.12366 Eh. The calculation puts the relative energy (zero: lowest compared OMol25 entry of this formula, charge and spin) at 5.351 eV. For the HOMO energy (alpha / beta), the calculation gives -6.5 / -6.2 eV. Its total charge is +1. Its LUMO energy (alpha / beta) is -2.34 / -2.40 eV.

---

3.
DFT (wB97M-V/def2-TZVPD) results for a molecular structure, C38H52BrN4O2SScSi4Te at a distorted geometry.

Last column: Mulliken spin population.
Element x y z (Å)
Sc: -0.3491 0.3959 0.0904  0.0602
C: -1.5726 -2.2328 2.6131  0.0365
C: -1.5189 -1.0211 3.4983  -0.0175
C: -2.4525 -0.9076 4.5173  -0.0045
C: -2.4147 0.1464 5.4074  0.0007
C: -1.3988 1.0775 5.3030  0.0028
C: -0.4400 0.9984 4.3045  -0.0167
C: 0.6731 1.9995 4.2848  -0.0024
C: -0.5264 -0.0347 3.3498  0.0108
N: 0.3188 -0.0390 2.2192  0.0202
C: 1.6359 -0.1678 2.4077  0.0069
O: 2.2317 -0.4767 3.4429  0.0000
C: 2.4362 0.1415 1.1575  -0.0056
C: 3.7916 0.4499 1.2123  -0.0015
C: 4.4207 0.8790 0.0532  0.0017
C: 3.6857 1.0030 -1.1164  0.0011
C: 2.3422 0.6472 -1.0942  -0.0001
N: 1.7582 0.1909 0.0136  0.0031
C: 1.4729 0.7610 -2.3273  0.0062
O: 2.0148 1.0006 -3.4084  0.0007
N: 0.1636 0.6135 -2.0752  0.0207
C: -0.6788 0.5796 -3.2050  0.0140
C: -0.5019 -0.3953 -4.2020  -0.0181
C: 0.5478 -1.4570 -4.0632  0.0011
C: -1.3162 -0.3744 -5.3255  0.0012
C: -2.3146 0.5705 -5.4728  -0.0002
C: -2.5322 1.4871 -4.4617  0.0024
C: -1.7344 1.5012 -3.3279  -0.0145
C: -2.0180 2.4998 -2.2466  0.0113
H: -2.2560 -2.9703 3.0317  0.0012
H: -0.5833 -2.6825 2.5312  -0.0008
H: -1.9214 -1.9863 1.6065  -0.0078
H: -3.2191 -1.6649 4.6110  -0.0014
H: -3.1509 0.2265 6.1936  -0.0001
H: -1.3388 1.8850 6.0200  -0.0001
H: 0.5004 2.7810 5.0228  -0.0001
H: 0.7779 2.4642 3.3023  -0.0021
H: 1.6141 1.5013 4.5195  0.0001
H: 4.3052 0.3599 2.1591  0.0002
H: 5.4711 1.1346 0.0643  0.0006
H: 4.1123 1.3835 -2.0330  0.0000
H: 0.6233 -1.7986 -3.0293  -0.0005
H: 1.5218 -1.0546 -4.3419  0.0000
H: 0.3177 -2.3074 -4.7032  0.0001
H: -1.1625 -1.1154 -6.1010  0.0000
H: -2.9164 0.5914 -6.3707  0.0000
H: -3.3332 2.2090 -4.5547  -0.0001
H: -2.7322 3.2427 -2.5885  0.0027
H: -1.1034 3.0075 -1.9315  -0.0105
H: -2.4476 1.9910 -1.3697  0.0095
C: -2.4380 5.2285 2.4757  0.0022
Si: -0.9019 6.2845 2.0362  0.0003
C: -1.4910 8.1055 1.9193  0.0007
C: 0.2592 6.2163 3.5592  0.0000
Si: 0.1727 5.4591 0.0993  -0.0058
Te: 0.6766 3.0118 0.4208  0.0742
Si: -1.0540 6.2762 -1.7690  -0.0010
C: -2.9415 6.0668 -1.4635  0.0005
C: -0.7890 8.1663 -1.9665  0.0002
C: -0.6162 5.6312 -3.5192  0.0002
Si: 2.3491 6.3481 -0.1410  0.0036
C: 2.5116 8.2535 0.0041  -0.0003
C: 3.5299 5.6149 1.1674  0.0009
C: 3.0608 5.8897 -1.8593  0.0008
H: -2.9091 5.5146 3.4125  0.0001
H: -2.1571 4.1824 2.5590  0.0010
H: -3.1904 5.3028 1.6967  -0.0001
H: -1.8746 8.4739 2.8669  0.0000
H: -2.2734 8.2305 1.1793  0.0000
H: -0.6665 8.7485 1.6305  -0.0001
H: -0.2659 6.3288 4.5043  0.0000
H: 1.0143 6.9938 3.5038  0.0000
H: 0.7727 5.2607 3.5807  0.0000
H: -3.3173 6.8918 -0.8663  0.0001
H: -3.1428 5.1544 -0.9106  -0.0004
H: -3.5285 6.0326 -2.3783  0.0000
H: -0.9207 8.6847 -1.0232  0.0000
H: -1.4773 8.6027 -2.6846  0.0000
H: 0.2176 8.3695 -2.3148  0.0000
H: -0.6276 4.5512 -3.5884  0.0001
H: 0.3863 5.9558 -3.7799  0.0000
H: -1.2892 6.0156 -4.2817  0.0000
H: 2.2112 8.5951 0.9885  0.0000
H: 1.8791 8.7555 -0.7189  0.0000
H: 3.5318 8.5867 -0.1651  0.0000
H: 3.1681 5.8308 2.1659  -0.0001
H: 4.5483 5.9831 1.0911  0.0001
H: 3.5498 4.5352 1.0615  -0.0004
H: 2.5553 6.4312 -2.6526  0.0001
H: 2.9157 4.8314 -2.0495  0.0000
H: 4.1238 6.0977 -1.9469  0.0001
S: -4.0587 -0.1290 0.5507  0.2792
C: -2.5579 0.2327 0.2934  0.5210
Br: -0.0797 -6.7170 -0.4683  0.0002
C: -0.0931 -4.8204 -0.3964  0.0006
C: -1.0377 -4.0874 -1.1117  0.0110
C: -1.0088 -2.7150 -1.0114  0.0533
N: -0.1225 -2.0315 -0.2640  -0.0368
C: 0.7953 -2.7660 0.3902  0.0167
C: 0.8553 -4.1403 0.3613  0.0008
H: -1.7703 -4.5821 -1.7288  -0.0004
H: -1.7222 -2.1189 -1.5666  -0.0337
H: 1.5291 -2.2250 0.9722  0.0002
H: 1.6130 -4.6722 0.9145  -0.0002

As for the spin multiplicity: 2. As for the molar mass: 993.73 g/mol. The value obtained for the orbital gap (alpha / beta) is 5.68 / 6.29 eV. Its energy is -7007.95947 Eh. The calculation puts the relative energy (zero: lowest compared OMol25 entry of this formula, charge and spin) at 0.722 eV. For the HOMO energy (alpha / beta), the calculation gives -3.9 / -4.5 eV. Its total charge is -1. Its LUMO energy (alpha / beta) is 1.82 / 1.77 eV.